[1]
Density functional theory data (ωB97M-V/def2-TZVPD) for the molecule C4H4N2 at a distorted geometry.

Structure (XYZ):
```
10
Properties=species:S:1:pos:R:3:forces:R:3:lowdin_charge:R:1
C -0.974 -0.329 0.564 -0.6055 0.0975 0.5880 -0.33
C -2.013 -0.153 1.378 2.5120 -0.4559 -1.8024 0.22
C -1.448 0.713 -0.482 -0.8089 -0.1469 -0.6516 -0.15
C 1.544 -0.390 0.121 0.1695 0.7500 1.2356 -0.08
N -0.373 0.510 -1.181 -0.1474 0.6496 -0.2056 0.07
N 0.190 -0.521 -0.350 -3.7104 0.0178 1.4034 -0.16
H -2.416 1.236 -0.751 1.6753 -0.6295 0.3897 0.13
H 1.887 0.577 -0.347 0.2729 -1.0483 0.9352 0.10
H 1.493 -0.378 1.287 0.6092 0.2046 -2.1816 0.12
H 2.109 -1.265 -0.241 0.0332 0.5612 0.2895 0.08
```
Forces are in eV/Å.

Results
Highest occupied orbital energy   -9.8663 eV
Lowest unoccupied orbital energy   -0.078 eV
2S+1   1
Kohn-Sham gap   9.79 eV

---

[2]
Density functional theory data (ωB97M-V/def2-TZVPD) for the molecule C4H4N2 at a distorted geometry.

Structure (XYZ):
```
10
Properties=species:S:1:pos:R:3:forces:R:3:lowdin_charge:R:1
C 0.478 0.851 -0.155 -0.2714 0.0667 -0.0251 -0.15
C 1.217 -0.402 0.038 -0.1229 -0.2465 0.0512 -0.13
N 0.753 -1.606 0.005 0.2830 0.3952 0.0592 0.05
N -0.577 -1.693 -0.158 -1.2113 -0.0012 -0.1145 -0.15
C -1.750 -1.719 -0.258 1.0915 -0.4065 0.0233 0.03
C -0.779 1.056 0.245 0.1134 0.0124 0.0489 0.03
H 1.011 1.624 -0.704 -0.0513 -0.1161 0.0060 0.10
H 2.299 -0.362 0.151 -0.1720 -0.0149 -0.0284 0.11
H -1.303 0.344 0.875 0.0790 0.2405 -0.2053 0.04
H -1.336 1.941 -0.045 0.2620 0.0705 0.1848 0.07
```
Forces are in eV/Å.

Results
Highest occupied orbital energy   -10.2304 eV
Lowest unoccupied orbital energy   -0.313 eV
2S+1   1
Kohn-Sham gap   9.92 eV

---

[3]
Density functional theory data (ωB97M-V/def2-TZVPD) for a cluster of 2 separate species, C4H4N2 in total at a distorted geometry.

Structure (XYZ):
```
10
Properties=species:S:1:pos:R:3:forces:R:3:lowdin_charge:R:1
C 0.920 0.900 -0.019 0.6909 -0.4006 -0.0545 -0.13
C 1.656 -0.084 -0.203 -0.1949 0.5866 0.0566 -0.01
N 0.591 -1.985 -0.085 -1.5730 -0.0910 0.4052 0.02
N -0.496 -2.003 0.196 1.5718 -0.0332 -0.4013 0.02
C -1.652 -0.149 0.211 0.1619 0.5664 -0.0847 -0.01
C -0.962 0.855 -0.033 -0.6658 -0.4082 0.0774 -0.13
H 1.034 1.956 0.152 -0.0389 -0.1542 -0.0162 0.07
H 2.556 -0.642 -0.336 -0.1501 0.0390 0.0185 0.04
H -2.522 -0.743 0.381 0.1534 0.0520 -0.0257 0.04
H -1.125 1.893 -0.265 0.0447 -0.1567 0.0247 0.07
```
Forces are in eV/Å.

Results
Highest occupied orbital energy   -7.9489 eV
Lowest unoccupied orbital energy   0.332 eV
2S+1   1
Kohn-Sham gap   8.28 eV

---

[4]
Density functional theory data (ωB97M-V/def2-TZVPD) for a cluster of 2 separate species, C4H4N2 in total at a distorted geometry.

Structure (XYZ):
```
10
Properties=species:S:1:pos:R:3:forces:R:3:lowdin_charge:R:1
C -0.289 0.555 0.836 0.6452 0.8060 0.0393 -0.23
C 0.415 -1.210 -1.476 -0.6561 0.2493 -0.5341 -0.05
C -0.124 1.539 -0.045 -0.0121 -0.2146 0.4163 0.02
N 1.372 -1.761 -1.132 0.8523 -0.5759 0.3605 0.07
C -1.468 -0.218 0.899 -0.4376 -0.1868 -0.0069 -0.28
N -2.428 -0.838 0.987 -0.3073 -0.2567 0.0188 0.16
H 2.165 -2.280 -0.812 -0.1206 0.0971 -0.0703 0.08
H 0.463 0.307 1.575 0.0832 0.0554 -0.0738 0.10
H 0.777 2.128 -0.071 0.1797 0.0291 0.0684 0.07
H -0.885 1.779 -0.762 -0.2266 -0.0030 -0.2184 0.07
```
Forces are in eV/Å.

Results
Highest occupied orbital energy   -10.2331 eV
Lowest unoccupied orbital energy   0.564 eV
2S+1   1
Kohn-Sham gap   10.80 eV

---

[5]
Density functional theory data (ωB97M-V/def2-TZVPD) for the molecule C4H4N2O.

Structure (XYZ):
```
11
Properties=species:S:1:pos:R:3:forces:R:3:lowdin_charge:R:1
C -0.286 -0.629 0.031 0.3507 0.4530 -0.3400 -0.41
N 0.904 -1.024 0.500 -0.1116 -0.0573 -0.0196 0.17
C 0.330 1.719 -0.259 0.3220 0.0095 0.3891 -0.26
C -0.641 0.654 -0.274 -0.1278 -0.4474 0.0346 -0.05
C -1.218 -1.866 -0.557 0.0820 0.0785 0.1810 -0.05
O 1.495 1.606 0.119 -0.3600 -0.0352 -0.2211 -0.01
N -1.661 -1.716 0.532 -0.0172 0.0304 0.0390 0.18
H 1.142 -2.000 0.549 -0.0904 0.0646 -0.0559 0.11
H 1.629 -0.310 0.535 -0.1606 0.0280 0.0358 0.10
H -0.042 2.703 -0.596 0.0673 -0.0755 -0.0172 0.12
H -1.653 0.863 -0.581 0.0456 -0.0485 -0.0256 0.10
```
Forces are in eV/Å.

Results
Highest occupied orbital energy   -9.3295 eV
Lowest unoccupied orbital energy   -0.744 eV
2S+1   1
Kohn-Sham gap   8.59 eV

---

[6]
Density functional theory data (ωB97M-V/def2-TZVPD) for a cluster of 2 separate species, C4H4N2O in total at a distorted geometry.

Structure (XYZ):
```
11
Properties=species:S:1:pos:R:3:forces:R:3:lowdin_charge:R:1
C -0.491 1.080 -0.426 -2.8359 -2.5023 2.3837 -0.01
C -1.490 0.831 0.641 4.1077 -0.0240 -2.6258 -0.05
C -0.533 -1.020 -0.029 -1.4384 -4.1354 2.3337 -0.25
C 0.060 -0.219 -0.859 -2.3643 4.4016 2.7334 -0.10
N 3.320 0.167 -0.121 -2.5871 -3.9767 4.2432 0.03
N 2.853 -0.543 0.632 2.6974 3.9846 -4.1947 0.03
O -1.346 -0.484 0.853 -2.1960 -1.1152 1.6209 -0.03
H -0.177 2.008 -0.651 0.7965 2.9616 -1.2689 0.03
H -2.137 1.321 1.408 0.9365 -0.0233 -1.2330 0.13
H -0.452 -2.144 -0.069 -0.3693 1.4225 0.5837 0.15
H 0.393 -0.997 -1.379 3.2528 -0.9935 -4.5763 0.06
```
Forces are in eV/Å.

Results
Highest occupied orbital energy   -8.8607 eV
Lowest unoccupied orbital energy   1.147 eV
SMILES   c1ccoc1.N#N
2S+1   1
Kohn-Sham gap   10.01 eV

---

[7]
Density functional theory data (ωB97M-V/def2-TZVPD) for the molecule C4H4N2O at a distorted geometry.

Structure (XYZ):
```
11
Properties=species:S:1:pos:R:3:forces:R:3:lowdin_charge:R:1
C -0.959 0.302 1.116 -1.2454 1.5342 -1.7469 -0.17
C -0.016 -0.737 0.592 -0.8485 0.9744 -0.4242 -0.44
C 0.579 -0.084 -0.512 2.0307 -0.3975 0.1004 0.01
C 1.476 0.226 -1.256 -0.2431 2.3272 -1.1151 -0.10
N -2.127 0.094 0.632 0.9700 -1.1995 1.0758 0.12
N 0.069 -1.967 0.629 1.3291 -1.3987 -0.8171 0.19
O 1.944 1.012 -2.210 -0.2272 -0.7826 -0.5324 0.07
H -0.497 1.351 1.219 -0.7414 -1.3924 0.6866 0.14
H -2.800 0.823 0.564 -0.2149 1.1940 0.4154 0.04
H -0.461 -2.446 1.287 -1.2800 -0.7048 1.8791 0.04
H 2.791 1.425 -2.062 0.4707 -0.1543 0.4785 0.11
```
Forces are in eV/Å.

Results
Highest occupied orbital energy   -9.4440 eV
Lowest unoccupied orbital energy   0.237 eV
SMILES   [H]/N=C(C#CO)\C=N\[H]
2S+1   1
Kohn-Sham gap   9.68 eV

---

[8]
Density functional theory data (ωB97M-V/def2-TZVPD) for the molecule C4H4N2O at a distorted geometry.

Structure (XYZ):
```
11
Properties=species:S:1:pos:R:3:forces:R:3:lowdin_charge:R:1
C 0.393 0.779 -0.266 -0.8135 -0.4698 0.2119 -0.27
C 1.167 -0.299 0.222 1.0104 -0.9780 0.7681 -0.03
C 0.297 -1.334 0.450 2.0059 1.0887 -0.2750 -0.16
C -0.926 0.315 -0.355 0.7335 -0.7531 -0.0289 -0.02
H 2.233 -0.455 0.485 -0.8931 0.8577 -0.3801 0.12
H 0.535 -2.198 0.965 0.1224 -1.7670 0.5992 0.10
H -1.740 -1.570 0.330 0.6275 0.8390 -0.7077 0.18
H -1.784 0.766 -0.781 -0.5749 0.4014 -0.0267 0.11
N 0.826 2.117 -0.411 -0.4343 0.0585 -0.3758 -0.01
N -0.924 -1.001 0.051 -2.2073 0.7557 0.1768 0.03
O -0.077 2.881 -0.690 0.4233 -0.0332 0.0382 -0.03
```
Forces are in eV/Å.

Results
Highest occupied orbital energy   -8.8862 eV
Lowest unoccupied orbital energy   -0.132 eV
SMILES   O=Nc1cc[nH]c1
2S+1   1
Kohn-Sham gap   8.75 eV

---

[9]
Density functional theory data (ωB97M-V/def2-TZVPD) for the molecule C4H4N2O at a distorted geometry.

Structure (XYZ):
```
11
Properties=species:S:1:pos:R:3:forces:R:3:lowdin_charge:R:1
O 0.354 -1.351 1.231 -1.0964 -0.2184 0.5051 0.03
C 1.120 -0.576 -0.841 -0.0470 -0.2555 -1.8791 -0.25
C 1.179 0.756 -0.318 -0.2670 0.2041 -0.2975 -0.06
C -0.007 1.202 0.133 0.2332 -0.0712 -0.0686 -0.10
N -1.020 0.266 0.358 -0.0150 -0.0167 -0.0991 0.05
C -0.664 -1.055 0.651 -0.1743 -0.1230 1.0774 -0.37
N 0.706 -1.492 -1.420 1.2817 0.5142 0.1269 0.19
H 2.056 1.359 -0.495 -0.1384 0.0993 0.1296 0.11
H -0.237 2.252 0.299 0.1363 -0.2247 0.1796 0.12
H -1.949 0.437 -0.012 0.3029 -0.0481 0.1112 0.14
H -1.389 -1.803 0.304 -0.2160 0.1400 0.2145 0.14
```
Forces are in eV/Å.

Results
Highest occupied orbital energy   -9.5813 eV
Lowest unoccupied orbital energy   0.348 eV
SMILES   N#C/C=C\NC=O
2S+1   1
Kohn-Sham gap   9.93 eV

---

[10]
Density functional theory data (ωB97M-V/def2-TZVPD) for the molecule C4H4N2O.

Structure (XYZ):
```
11
Properties=species:S:1:pos:R:3:forces:R:3:lowdin_charge:R:1
N -0.317 1.864 -1.477 0.3509 -0.3239 0.3620 0.15
C 0.499 1.271 -0.755 -0.3184 0.0235 -0.1293 -0.26
C 1.643 0.910 -0.088 -0.0081 -0.0113 0.0052 0.04
N 0.678 0.048 0.203 -0.1156 0.0588 -0.0826 0.02
C 0.159 -1.003 0.791 0.0060 0.1494 -0.1073 -0.07
C -1.239 -1.258 0.485 -0.1985 0.1792 -0.2007 -0.27
O -1.907 -0.560 -0.263 0.1291 -0.3272 0.2856 0.00
H -1.240 1.433 -1.486 0.1046 -0.0391 0.0640 0.06
H 2.679 1.083 0.151 -0.0247 -0.1099 0.0709 0.11
H 0.732 -1.644 1.462 -0.0156 0.2988 -0.2241 0.11
H -1.687 -2.143 0.977 0.0903 0.1017 -0.0438 0.11
```
Forces are in eV/Å.

Results
Highest occupied orbital energy   -8.4337 eV
Lowest unoccupied orbital energy   -0.139 eV
2S+1   1
Kohn-Sham gap   8.29 eV